{"formula": "C81H185N5O23", "method": "ωB97M-V/def2-TZVPD", "total_energy_ev": -141513.5787, "largest_force_ev_per_a": 3.74, "total_charge": 0, "homo_ev": -7.66, "relative_energy_kj_mol": 512.48, "e_lumo_ev": 0.392, "molar_mass_da": 1597.38, "symbols": ["C", "O", "C", "C", "O", "C", "H", "H", "H", "H", "H", "H", "H", "H", "H", "H", "C", "O", "C", "C", "O", "C", "H", "H", "H", "H", "H", "H", "H", "H", "H", "H", "C", "O", "C", "C", "O", "C", "H", "H", "H", "H", "H", "H", "H", "H", "H", "H", "C", "O", "C", "C", "O", "C", "H", "H", "H", "H", "H", "H", "H", "H", "H", "H", "C", "O", "C", "C", "O", "C", "H", "H", "H", "H", "H", "H", "H", "H", "H", "H", "C", "O", "C", "C", "O", "C", "H", "H", "H", "H", "H", "H", "H", "H", "H", "H", "C", "O", "C", "C", "O", "C", "H", "H", "H", "H", "H", "H", "H", "H", "H", "H", "C", "O", "C", "C", "O", "C", "H", "H", "H", "H", "H", "H", "H", "H", "H", "H", "C", "O", "C", "C", "O", "C", "H", "H", "H", "H", "H", "H", "H", "H", "H", "H", "C", "C", "C", "C", "C", "C", "N", "O", "C", "C", "C", "H", "H", "H", "H", "H", "H", "H", "H", "H", "H", "H", "H", "H", "H", "H", "H", "H", "H", "H", "C", "C", "C", "C", "C", "C", "N", "O", "C", "C", "C", "H", "H", "H", "H", "H", "H", "H", "H", "H", "H", "H", "H", "H", "H", "H", "H", "H", "H", "H", "C", "C", "C", "C", "C", "C", "N", "O", "C", "C", "C", "H", "H", "H", "H", "H", "H", "H", "H", "H", "H", "H", "H", "H", "H", "H", "H", "H", "H", "H", "C", "C", "C", "C", "C", "C", "N", "O", "C", "C", "C", "H", "H", "H", "H", "H", "H", "H", "H", "H", "H", "H", "H", "H", "H", "H", "H", "H", "H", "H", "C", "C", "C", "C", "C", "C", "N", "O", "C", "C", "C", "H", "H", "H", "H", "H", "H", "H", "H", "H", "H", "H", "H", "H", "H", "H", "H", "H", "H", "H"], "xyz": [[-12.8510, -13.6541, -12.5048], [-13.4088, -14.5415, -11.4500], [-14.8424, -14.6430, -11.6130], [-15.3654, -15.0081, -10.1621], [-15.6926, -13.8785, -9.2090], [-14.4924, -13.4133, -8.6214], [-13.1549, -13.8263, -13.5373], [-11.7765, -13.7974, -12.3901], [-13.0127, -12.6177, -12.2084], [-15.0860, -15.3418, -12.4133], [-15.2960, -13.6641, -11.7682], [-14.6650, -15.6818, -9.6684], [-16.2541, -15.6157, -10.3322], [-14.4071, -14.0400, -7.7336], [-14.4957, -12.4148, -8.1843], [-13.6178, -13.7602, -9.1718], [-2.4670, -16.6533, -12.5623], [-3.5510, -16.6114, -11.7815], [-4.0254, -17.8814, -11.2979], [-5.3675, -17.8611, -10.5026], [-5.2920, -17.0524, -9.2598], [-4.7501, -15.7793, -9.4712], [-1.6558, -17.1202, -12.0038], [-2.2102, -15.7183, -13.0601], [-2.6109, -17.2429, -13.4678], [-3.3256, -18.3653, -10.6165], [-4.0919, -18.5923, -12.1215], [-5.6864, -18.8141, -10.0804], [-6.2086, -17.5845, -11.1384], [-3.6660, -15.7410, -9.5774], [-5.0346, -15.1379, -8.6371], [-5.0283, -15.2800, -10.3994], [-10.9841, -16.6641, -15.3208], [-10.2958, -15.8553, -14.3125], [-9.9286, -14.5123, -14.6218], [-8.7999, -13.9340, -13.8052], [-7.7372, -14.8344, -13.7247], [-6.5226, -14.3445, -13.3018], [-11.0617, -17.6983, -14.9856], [-10.4136, -16.6115, -16.2481], [-12.0058, -16.2878, -15.3737], [-10.7091, -13.8173, -14.3121], [-9.6160, -14.5056, -15.6660], [-9.0347, -13.5210, -12.8242], [-8.4700, -13.0012, -14.2624], [-5.6799, -14.9859, -13.5597], [-6.5056, -14.2305, -12.2180], [-6.3130, -13.3460, -13.6857], [-6.5606, -15.7629, -16.8548], [-5.8227, -16.9714, -16.8817], [-5.6209, -17.5205, -15.5660], [-4.9069, -18.9483, -15.6779], [-5.1660, -19.8084, -14.5398], [-6.5326, -20.3200, -14.5844], [-7.1015, -15.7532, -17.8010], [-5.8515, -14.9358, -16.8907], [-7.3073, -15.6926, -16.0638], [-6.5600, -17.6095, -15.0199], [-5.1269, -16.6500, -15.1343], [-3.8360, -18.7520, -15.7298], [-5.2547, -19.3052, -16.6473], [-6.4816, -21.3131, -14.1381], [-6.9869, -20.4298, -15.5691], [-7.2689, -19.7768, -13.9919], [-8.7300, -14.0777, -7.0642], [-9.7875, -14.1404, -6.1254], [-10.6470, -15.2419, -6.4145], [-11.7778, -15.2964, -5.5325], [-11.8379, -16.6477, -5.1090], [-12.7415, -16.8857, -4.0115], [-8.2656, -13.0924, -7.0252], [-9.1558, -14.3314, -8.0350], [-7.9535, -14.8314, -6.9338], [-10.0798, -16.1704, -6.4796], [-11.2218, -15.2480, -7.3406], [-12.7073, -15.0066, -6.0225], [-11.6045, -14.6596, -4.6650], [-13.1014, -17.9131, -3.9570], [-13.6530, -16.2891, -4.0486], [-12.4633, -16.4145, -3.0688], [-18.2880, -23.4290, -15.0804], [-17.2867, -22.6222, -14.5167], [-16.0516, -22.4672, -15.1329], [-15.2469, -21.3487, -14.3270], [-14.2505, -20.5876, -15.0621], [-13.7966, -19.6215, -14.1157], [-17.9166, -24.4515, -15.0119], [-18.5237, -23.1086, -16.0952], [-19.2011, -23.3290, -14.4935], [-16.0589, -21.9681, -16.1019], [-15.5452, -23.3741, -15.4632], [-14.6577, -21.8516, -13.5601], [-15.9992, -20.7000, -13.8783], [-14.4854, -18.7813, -14.0275], [-12.9209, -19.1773, -14.5888], [-13.5786, -20.0825, -13.1524], [-5.5338, -18.0861, -5.5685], [-5.1063, -18.1275, -4.2476], [-6.0516, -17.9585, -3.1585], [-7.0184, -16.6684, -3.2124], [-7.7894, -16.9577, -2.0562], [-7.1638, -16.2761, -0.8735], [-6.3656, -18.7655, -5.7545], [-4.7425, -18.3613, -6.2659], [-5.7701, -17.0438, -5.7824], [-5.3560, -17.9880, -2.3198], [-6.5974, -18.8996, -3.0916], [-7.7322, -16.6767, -4.0361], [-6.5970, -15.6707, -3.0892], [-7.2534, -15.1961, -0.9903], [-6.1510, -16.5903, -0.6211], [-7.6715, -16.6889, -0.0018], [-13.1015, -22.7969, -7.7110], [-12.9892, -23.1718, -9.0176], [-13.7517, -24.2539, -9.4554], [-13.7065, -24.3470, -11.0832], [-14.7288, -25.2367, -11.5557], [-15.0336, -24.9097, -12.9318], [-14.1202, -22.9877, -7.3735], [-12.8411, -21.7402, -7.6502], [-12.3980, -23.2591, -7.0186], [-14.7973, -24.1522, -9.1648], [-13.3632, -25.1399, -8.9533], [-12.6621, -24.4933, -11.3585], [-13.9359, -23.3467, -11.4504], [-15.7594, -25.6479, -13.2730], [-14.2576, -25.3157, -13.5807], [-15.5138, -23.9459, -13.1011], [-14.8629, -17.8944, -6.6172], [-14.4871, -19.0344, -7.3620], [-14.8749, -19.0615, -8.6959], [-15.0509, -20.4864, -9.2058], [-15.8306, -20.3756, -10.3984], [-16.3305, -21.6279, -10.8249], [-15.9410, -17.7646, -6.5226], [-14.5533, -17.0219, -7.1924], [-14.5972, -17.7289, -5.5731], [-14.2177, -18.4830, -9.3453], [-15.8569, -18.6224, -8.8718], [-15.5991, -21.1410, -8.5281], [-14.1406, -21.0626, -9.3711], [-16.8283, -22.1496, -10.0076], [-15.5326, -22.2784, -11.1831], [-17.0568, -21.5529, -11.6343], [-11.3309, -26.5730, -17.4494], [-11.2781, -25.0670, -16.9675], [-10.6672, -25.0044, -15.5480], [-10.3022, -23.5743, -15.1108], [-9.1616, -23.0970, -16.0801], [-9.6332, -23.0904, -17.5922], [-10.3531, -24.3306, -17.9125], [-10.7294, -24.5118, -19.2329], [-10.4786, -21.8369, -17.7670], [-8.3970, -22.9203, -18.5991], [-12.6829, -24.4986, -16.9215], [-11.8385, -27.0698, -16.6226], [-10.3190, -26.9675, -17.5424], [-11.9377, -26.7030, -18.3454], [-11.3102, -25.4554, -14.7922], [-9.7454, -25.5862, -15.5602], [-9.9032, -23.5764, -14.0964], [-11.1834, -22.9375, -15.0332], [-8.2458, -23.6855, -16.0252], [-8.8541, -22.1573, -15.6212], [-10.0324, -20.9365, -17.3446], [-10.7168, -21.6453, -18.8132], [-11.5368, -21.8951, -17.5121], [-7.8227, -23.8412, -18.7008], [-8.8010, -22.7428, -19.5958], [-7.7386, -22.0954, -18.3268], [-12.7921, -23.5857, -16.3360], [-13.2517, -25.3245, -16.4943], [-13.2064, -24.2102, -17.8330], [-11.5440, -24.0039, -19.2244], [-5.4178, -25.1140, -12.0621], [-6.4208, -25.3695, -10.9106], [-7.0183, -23.9624, -10.6580], [-8.1633, -24.0068, -9.6074], [-9.2908, -24.8084, -10.3736], [-8.8903, -26.2907, -10.8424], [-7.4886, -26.3378, -11.3910], [-7.0718, -27.6494, -11.6103], [-8.9441, -27.1677, -9.6069], [-9.8802, -26.7389, -11.9865], [-5.6368, -25.8565, -9.6369], [-4.5880, -24.4755, -11.7591], [-5.9159, -24.9802, -13.0224], [-4.9541, -26.0834, -12.2446], [-6.3056, -23.1926, -10.3620], [-7.3870, -23.5890, -11.6134], [-8.3672, -22.9591, -9.3862], [-7.8865, -24.4682, -8.6594], [-9.6679, -24.2232, -11.2124], [-10.1529, -24.8799, -9.7104], [-8.1099, -26.9689, -8.9340], [-9.9473, -27.0478, -9.1979], [-8.7782, -28.1959, -9.9284], [-9.8329, -27.8093, -12.1865], [-10.8504, -26.4865, -11.5585], [-9.7530, -26.1687, -12.9067], [-5.4065, -26.9209, -9.6830], [-6.1323, -25.7359, -8.6736], [-4.6681, -25.3854, -9.4698], [-6.6381, -27.6732, -12.4664], [-8.5661, -20.2487, -10.9753], [-9.8211, -19.5253, -11.4647], [-11.0794, -20.0582, -10.5416], [-11.1788, -19.4339, -9.1474], [-11.2834, -17.9335, -9.4363], [-10.1012, -17.3725, -10.2613], [-9.8354, -18.0682, -11.5417], [-8.7483, -17.5105, -12.3320], [-10.5583, -15.9536, -10.5176], [-8.8485, -17.3550, -9.3396], [-10.1436, -20.0826, -12.8821], [-8.1933, -20.2014, -9.9522], [-7.7614, -19.7420, -11.5079], [-8.6112, -21.2935, -11.2826], [-12.0326, -19.9191, -11.0517], [-10.9927, -21.1404, -10.4435], [-10.2881, -19.6866, -8.5721], [-11.9934, -19.8318, -8.5422], [-11.3728, -17.3521, -8.5187], [-12.2723, -17.7592, -9.8603], [-10.6059, -15.3549, -9.6080], [-9.9395, -15.4239, -11.2418], [-11.5762, -15.8905, -10.9023], [-8.5663, -18.2703, -8.8192], [-7.9243, -16.9593, -9.7607], [-8.9987, -16.6161, -8.5524], [-10.4237, -21.1352, -12.9220], [-9.4384, -19.8905, -13.6908], [-10.9742, -19.5116, -13.2971], [-9.1277, -16.8254, -12.8872], [-8.2555, -23.6169, -3.6192], [-9.3837, -22.5632, -3.5735], [-9.1638, -21.7435, -2.2684], [-10.2017, -20.5928, -2.1500], [-10.0042, -19.5865, -3.3427], [-9.9365, -20.2118, -4.7519], [-9.2918, -21.5785, -4.6935], [-8.9439, -22.1116, -5.9278], [-11.4900, -20.2534, -5.2064], [-9.1253, -19.3157, -5.7006], [-10.7147, -23.3520, -3.6815], [-7.3467, -23.3268, -3.0919], [-8.5813, -24.4956, -3.0624], [-7.9536, -23.9748, -4.6035], [-9.2607, -22.5909, -1.5897], [-8.1732, -21.3418, -2.0553], [-11.1738, -21.0733, -2.2606], [-10.2765, -20.0362, -1.2158], [-9.1257, -19.0375, -3.0038], [-10.7740, -18.8150, -3.3568], [-12.1141, -20.3924, -4.3236], [-11.7269, -21.0130, -5.9514], [-11.9220, -19.3033, -5.5208], [-8.6337, -19.8220, -6.5312], [-8.2273, -19.0163, -5.1602], [-9.7468, -18.5264, -6.1236], [-11.4408, -22.8102, -4.2876], [-10.4712, -24.2523, -4.2457], [-11.1900, -23.6773, -2.7561], [-8.0221, -21.9026, -5.7599], [-7.7498, -10.1046, -8.7397], [-7.2270, -10.5806, -10.1016], [-7.9442, -9.8018, -11.1839], [-7.2761, -9.6812, -12.5997], [-5.8215, -9.1527, -12.4798], [-5.0394, -10.0697, -11.4768], [-5.7586, -10.3307, -10.1377], [-5.0846, -11.1276, -9.2216], [-4.6129, -11.3380, -12.2105], [-3.7592, -9.2586, -11.1217], [-7.5452, -12.0498, -10.1057], [-7.5456, -9.0382, -8.6446], [-7.1673, -10.5370, -7.9261], [-8.8159, -10.2675, -8.5816], [-8.9633, -10.1676, -11.0582], [-8.0196, -8.8132, -10.7310], [-7.8691, -9.0999, -13.3057], [-7.3324, -10.6318, -13.1301], [-5.7862, -8.1171, -12.1415], [-5.4522, -9.1066, -13.5043], [-5.4835, -11.9850, -12.1029], [-4.3209, -11.2666, -13.2582], [-3.7724, -11.8971, -11.7995], [-3.1696, -9.7744, -10.3638], [-3.1572, -9.1471, -12.0236], [-4.1383, -8.3003, -10.7667], [-8.5882, -12.3131, -9.9302], [-6.9730, -12.7678, -9.5183], [-7.3343, -12.4044, -11.1146], [-4.9459, -10.5778, -8.4469]], "lowdin_charge": [-0.059, -0.239, -0.166, -0.126, -0.186, -0.123, 0.087, 0.060, 0.087, 0.120, 0.119, 0.099, 0.112, 0.062, 0.091, 0.075, -0.165, -0.209, -0.149, -0.127, -0.192, -0.138, 0.096, 0.095, 0.077, 0.125, 0.115, 0.119, 0.098, 0.083, 0.085, 0.073, -0.029, -0.218, -0.181, -0.216, -0.182, -0.109, 0.065, 0.088, 0.086, 0.102, 0.125, 0.115, 0.122, 0.085, 0.074, 0.077, -0.107, -0.209, -0.160, -0.148, -0.182, -0.089, 0.085, 0.090, 0.069, 0.111, 0.102, 0.113, 0.113, 0.083, 0.078, 0.053, -0.099, -0.143, -0.233, -0.215, -0.185, -0.117, 0.085, 0.064, 0.084, 0.118, 0.112, 0.118, 0.138, 0.078, 0.074, 0.089, -0.086, -0.206, -0.215, -0.163, -0.180, -0.107, 0.086, 0.090, 0.091, 0.115, 0.111, 0.093, 0.123, 0.090, 0.067, 0.080, -0.123, -0.212, -0.129, -0.169, -0.235, -0.058, 0.064, 0.088, 0.084, 0.115, 0.108, 0.109, 0.114, 0.085, 0.076, 0.082, -0.134, -0.210, -0.163, -0.160, -0.170, -0.086, 0.098, 0.061, 0.088, 0.113, 0.121, 0.106, 0.080, 0.085, 0.087, 0.063, -0.084, -0.165, -0.208, -0.178, -0.179, -0.095, 0.088, 0.081, 0.062, 0.108, 0.127, 0.122, 0.099, 0.092, 0.057, 0.087, -0.019, -0.472, -0.149, -0.161, -0.106, -0.457, -0.139, 0.005, -0.053, -0.019, -0.046, 0.074, 0.086, 0.078, 0.108, 0.117, 0.091, 0.098, 0.113, 0.088, 0.085, 0.073, 0.071, 0.077, 0.066, 0.073, 0.067, 0.080, 0.081, 0.082, -0.050, -0.458, -0.160, -0.140, -0.108, -0.456, -0.117, -0.017, -0.035, -0.010, -0.033, 0.088, 0.083, 0.066, 0.118, 0.102, 0.088, 0.095, 0.095, 0.097, 0.079, 0.086, 0.079, 0.079, 0.067, 0.062, 0.074, 0.059, 0.076, 0.099, -0.030, -0.434, -0.092, -0.158, -0.130, -0.449, -0.055, -0.011, -0.030, 0.001, -0.035, 0.072, 0.064, 0.070, 0.100, 0.107, 0.094, 0.087, 0.109, 0.101, 0.068, 0.076, 0.069, 0.069, 0.069, 0.053, 0.076, 0.061, 0.051, 0.046, -0.044, -0.472, -0.127, -0.141, -0.122, -0.397, -0.137, -0.024, -0.009, -0.017, -0.022, 0.078, 0.082, 0.078, 0.110, 0.111, 0.091, 0.106, 0.091, 0.099, 0.066, 0.051, 0.055, 0.067, 0.048, 0.075, 0.062, 0.075, 0.084, 0.098, -0.045, -0.538, -0.112, -0.146, -0.124, -0.452, -0.092, -0.014, -0.041, -0.044, -0.051, 0.081, 0.076, 0.091, 0.120, 0.109, 0.102, 0.087, 0.109, 0.117, 0.046, 0.088, 0.086, 0.075, 0.085, 0.076, 0.085, 0.083, 0.049, 0.104]}